No. 1
Molecular formula: C7H10ClN4
Method: DFT, the ωB97M-V functional and the def2-TZVPD basis

Cartesian coordinates (Å):
C (-1.27273, -3.72463, 0.75866)
C (-2.10908, -2.84134, 0.04692)
C (0.04333, -3.35033, 0.96464)
C (-1.65097, -1.63585, -0.47121)
C (0.51289, -2.15846, 0.56652)
C (-0.29939, -1.25925, -0.17470)
C (1.81914, 2.77540, -0.74596)
N (-0.16140, 4.19304, -0.75747)
N (1.02947, 3.72555, -0.23224)
N (-0.07941, 0.04356, -0.36795)
N (1.04214, 0.55545, -0.36481)
Cl (1.23001, 4.14871, 1.44094)
H (-1.75641, -4.62285, 1.25683)
H (-3.10156, -3.18922, -0.26958)
H (0.49163, -4.02038, 1.76031)
H (-2.30164, -1.08127, -1.08864)
H (1.32430, -1.77354, 1.15624)
H (2.75774, 2.64691, -0.25941)
H (-0.22825, 5.16337, -0.61376)
H (1.86759, -0.10505, -0.36060)
H (-1.09019, 3.63153, -0.45029)
H (1.93278, 2.87866, -1.79443)

Calculated values
total charge = +1
energy above the lowest of the compared OMol25 structures with the same formula, charge and spin = 95.2 kcal per mole
HOMO = -12.57 eV


No. 2
Molecular formula: C7H10ClNO2S
Method: DFT, the ωB97M-V functional and the def2-TZVPD basis

Cartesian coordinates (Å):
C (0.10302, 0.69453, -2.82515)
C (-1.29339, 0.68231, -3.29223)
C (0.86764, -0.61098, -2.70457)
C (0.32416, -1.45233, 0.42621)
C (1.25507, 0.73368, 0.63386)
C (-1.22941, 0.55979, 0.19903)
C (0.15007, 0.04108, -0.13691)
N (0.48279, -0.08438, -1.54292)
O (1.37189, -1.55377, -3.17147)
O (-3.38923, 1.53444, -4.37408)
S (-2.08722, 1.97860, -3.94420)
Cl (-2.17826, -0.81455, -3.36822)
H (0.45187, 1.80720, -2.86930)
H (0.13281, -1.35124, 1.52330)
H (-0.21479, -2.31187, -0.13535)
H (1.35347, -1.61110, 0.25269)
H (1.14575, 1.83549, 0.70952)
H (2.19822, 0.30716, 0.21756)
H (1.16545, 0.41953, 1.60765)
H (-1.38051, 0.54034, 1.20277)
H (-1.47457, 1.51819, -0.17209)
H (-1.85132, -0.18341, -0.16606)

Calculated values
energy above the lowest of the compared OMol25 structures with the same formula, charge and spin = 37.4 kcal per mole
HOMO (alpha / beta) = -9.17 / -9.17 eV


No. 3
Molecular formula: C7H10ClNO4Ti
Method: DFT, the ωB97M-V functional and the def2-TZVPD basis

Cartesian coordinates (Å):
C (-0.84551, 0.95572, -2.02728)
C (0.54603, 0.77623, -2.30088)
C (1.29265, 1.56472, -1.36961)
C (0.36275, 2.23651, -0.50695)
C (-0.96664, 1.86478, -0.92103)
Ti (-0.09986, -0.11929, 0.00816)
N (-1.67924, -0.79156, 0.12326)
C (-0.09679, -2.33033, -0.19777)
C (0.96581, -1.83053, -1.00993)
H (2.37084, 1.71235, -1.38266)
H (0.95773, 0.20579, -3.13066)
H (0.60667, 3.01387, 0.21418)
H (-1.89127, 2.30693, -0.56078)
H (-1.66462, 0.56777, -2.62616)
H (0.91020, -1.90924, -2.10255)
H (-0.90747, -2.89070, -0.66478)
H (-2.38778, -1.02272, 0.77629)
H (1.99921, -1.76894, -0.63865)
H (0.14175, -2.72664, 0.80497)
O (-1.32704, 0.09453, 3.87542)
Cl (0.06311, 0.02748, 3.55079)
O (0.77591, 1.15648, 4.09801)
O (0.62517, -1.21702, 3.97077)
O (0.24839, 0.12382, 2.01786)

Calculated values
energy above the lowest of the compared OMol25 structures with the same formula, charge and spin = 28.6 kcal per mole
HOMO = -9.11 eV


No. 4
Molecular formula: C7H10F21O26S7Zn3
Method: DFT, the ωB97M-V functional and the def2-TZVPD basis

Cartesian coordinates (Å):
Zn (0.95869, -3.04694, 4.28152)
Zn (1.45987, 3.21428, -0.51601)
Zn (1.18046, -3.12980, -4.46238)
C (-3.99728, 6.30738, 0.23923)
F (-3.40335, 6.95207, -0.77940)
F (-4.80014, 7.14655, 0.82966)
F (-4.56047, 5.19430, -0.12858)
S (-2.51521, 5.77055, 1.53505)
O (-3.10396, 5.24633, 2.80544)
O (-1.54583, 4.89844, 0.89587)
O (-1.84905, 7.07145, 1.81504)
C (-0.39640, 6.18116, -5.96109)
F (0.87645, 5.96772, -6.32574)
F (-0.45582, 7.17407, -5.11839)
F (-1.16385, 6.39652, -6.96291)
S (-0.86312, 4.59701, -4.94895)
O (-0.07420, 4.66574, -3.71677)
O (-2.26321, 4.85877, -4.66620)
O (-0.67390, 3.37091, -5.75967)
C (4.69676, 1.87976, 4.75289)
F (3.67821, 2.31747, 5.52036)
F (5.29395, 2.96779, 4.17871)
F (5.61027, 1.11550, 5.33305)
S (4.01497, 0.84961, 3.30972)
O (3.24950, 1.86292, 2.57853)
O (5.09755, 0.26331, 2.59789)
O (3.14919, -0.09380, 3.95311)
C (-4.38158, -1.60653, 6.73716)
F (-5.31349, -1.26197, 7.60156)
F (-4.06798, -2.88331, 6.93689)
F (-4.77222, -1.49384, 5.48285)
S (-2.78684, -0.52494, 6.96250)
O (-2.47870, -0.46575, 8.39202)
O (-1.75710, -1.19401, 6.10763)
O (-3.05680, 0.85435, 6.49884)
C (-3.13782, -1.30740, -0.57467)
F (-3.76735, -0.78975, 0.49670)
F (-3.48199, -2.61353, -0.67039)
F (-3.53803, -0.71486, -1.67659)
S (-1.22149, -1.29178, -0.30053)
O (-0.63976, -2.10519, -1.41653)
O (-0.85754, 0.10814, -0.44711)
O (-0.97809, -1.92373, 1.02929)
C (4.82210, 2.04128, -5.40936)
F (4.82465, 3.37280, -5.05759)
F (3.74171, 1.80562, -6.12018)
F (5.90664, 1.69738, -6.10306)
S (4.49490, 0.82095, -3.90187)
O (3.88179, 1.60888, -2.77115)
O (3.49954, -0.14049, -4.37742)
O (5.80388, 0.25717, -3.45850)
C (6.40222, -5.51622, 3.23842)
F (5.99648, -5.72218, 4.50687)
F (6.97501, -4.32516, 3.07909)
F (7.25812, -6.47560, 2.87168)
S (4.84629, -5.70223, 2.07381)
O (5.28358, -5.17943, 0.76972)
O (4.51181, -7.12907, 2.14026)
O (3.87692, -4.76988, 2.65548)
O (-0.68665, -1.19384, -5.84723)
H (-1.40242, -1.42920, -6.43759)
H (-0.56352, -0.25421, -5.98200)
O (3.06582, -5.49649, -3.33201)
H (2.87657, -6.42434, -3.47172)
H (3.85231, -5.49148, -2.78645)
O (-0.94832, -5.42482, 4.74429)
H (-1.00352, -6.07828, 5.44156)
H (-1.61472, -5.69232, 4.11138)
O (-7.63752, -3.83772, -1.75826)
H (-6.76106, -3.78194, -2.13898)
H (-7.49443, -4.17889, -0.87545)
O (-8.77725, 0.62537, -4.02776)
H (-8.15223, -0.02122, -3.69987)
H (-8.24169, 1.25081, -4.51587)

Calculated values
total charge = -1
HOMO = -7.51 eV


No. 5
Molecular formula: C7H10F3IN2
Method: DFT, the ωB97M-V functional and the def2-TZVPD basis

Cartesian coordinates (Å):
C (-0.73304, 1.32307, 0.91374)
C (-1.48113, 1.24505, -0.16546)
C (0.77268, 0.87732, 0.95322)
C (1.11515, -0.12949, 1.91995)
C (1.20858, 1.67918, -1.35257)
C (-0.26510, -1.56369, -1.17783)
C (-1.20509, -2.25781, -0.16391)
N (0.15643, -0.23531, -1.26892)
N (1.05384, 0.49854, -0.52058)
F (-1.69877, -3.36009, -0.85212)
F (-0.53825, -2.86777, 0.86617)
F (-2.24300, -1.64124, 0.29700)
I (-3.24160, 1.89888, -1.02623)
H (-0.76972, 2.01692, 1.74204)
H (1.20705, 1.88341, 1.14698)
H (2.16311, -0.32489, 2.08016)
H (0.51719, -1.08904, 1.66903)
H (0.87907, 0.15365, 3.00552)
H (0.20858, 2.24447, -1.41605)
H (2.02190, 2.33236, -1.03849)
H (1.32994, 1.35856, -2.40298)
H (-1.03253, -1.81582, -1.99075)
H (0.57472, -2.22628, -1.21791)

Calculated values
energy above the lowest of the compared OMol25 structures with the same formula, charge and spin = 81.0 kcal per mole
HOMO (alpha / beta) = -8.25 / -8.19 eV


No. 6
Molecular formula: C7H10N
Method: DFT, the ωB97M-V functional and the def2-TZVPD basis

Cartesian coordinates (Å):
C (-2.45408, -0.64532, -0.18378)
C (-2.44888, -0.88552, 1.20791)
C (-1.22462, -0.39371, 1.43847)
C (-0.60763, 0.25115, 0.15144)
C (0.90177, 0.26619, -1.88211)
C (1.70894, 0.48548, 0.61075)
C (0.76207, -0.14082, -0.37973)
N (-1.65665, -0.12490, -0.88494)
H (-3.12298, -1.47814, 1.82063)
H (-0.61808, -0.52840, 2.34317)
H (-0.77043, 1.38641, 0.12235)
H (0.86668, 1.33067, -1.65058)
H (0.01382, -0.02261, -2.43804)
H (1.87320, -0.14772, -2.20723)
H (2.01291, 1.47006, 0.10164)
H (2.74241, -0.02110, 0.61961)
H (1.14476, 0.46508, 1.52752)
H (0.87680, -1.26678, -0.31709)

Calculated values
total charge = +1
energy above the lowest of the compared OMol25 structures with the same formula, charge and spin = 98.3 kcal per mole
HOMO = -15.31 eV


No. 7
Molecular formula: C7H10N
Method: DFT, the ωB97M-V functional and the def2-TZVPD basis

Cartesian coordinates (Å):
C (-0.81531, 1.68249, 0.12885)
C (-1.40175, 0.59595, 0.03461)
C (0.43916, 2.15567, 0.09617)
C (1.38074, 1.18447, 0.01821)
C (-2.16890, -0.54367, -0.09232)
C (1.11173, -0.23774, 0.13857)
C (2.43415, -1.02098, 0.13613)
N (-3.44143, -0.72647, 0.15665)
H (0.66654, 3.23552, -0.13621)
H (2.39767, 1.33507, -0.34533)
H (-1.65204, -1.39596, -0.37576)
H (0.24960, -0.45531, 0.87863)
H (2.94292, -1.19330, 1.11160)
H (2.93216, -0.61321, -0.74002)
H (2.07742, -2.10462, -0.05373)
H (0.71983, -0.45486, -0.90297)
H (-4.05512, 0.09441, 0.29115)
H (-3.81739, -1.53745, -0.34424)

Calculated values
total charge = +1
energy above the lowest of the compared OMol25 structures with the same formula, charge and spin = 6.6 kcal per mole
HOMO (alpha / beta) = -11.28 / -14.79 eV
spin multiplicity = 3


No. 8
Molecular formula: C7H10N2O
Method: DFT, the ωB97M-V functional and the def2-TZVPD basis

Cartesian coordinates (Å):
C (1.02883, -1.93786, 0.66569)
C (0.09373, -0.77811, 0.43133)
C (-1.33012, -0.60145, 0.03293)
N (-2.22218, -1.62784, -0.31866)
C (-1.66573, 0.71733, -0.13280)
O (-2.96596, 1.20358, -0.15055)
C (-0.25139, 1.56535, 0.70579)
N (0.49989, 0.39981, 0.81885)
C (1.19958, 1.57029, 0.32700)
C (1.76522, 1.53980, -1.05655)
H (1.34064, -2.51358, -0.24146)
H (1.82586, -1.45518, 1.16373)
H (0.41535, -2.58445, 1.26266)
H (-2.93582, -1.73006, 0.48023)
H (-1.70183, -2.46672, -0.42939)
H (-2.83627, 2.08206, -0.38146)
H (1.83819, 1.86860, 1.15604)
H (1.97667, 2.62856, -1.47781)
H (1.08888, 1.03164, -1.68286)
H (2.83646, 1.08823, -1.17269)

Calculated values
energy above the lowest of the compared OMol25 structures with the same formula, charge and spin = 146.3 kcal per mole
HOMO = -7.48 eV
SMILES = Cc1c(N)c(O)c2n1[C@H]2C


Which F_max belongs to each record? In order, 4.25, 3.25, 2.83, 4.27, 4.18, 3.59, 4.25, 4.34 eV/Å.